One molecule with the formula C16H14Cl2N4O4S at a distorted geometry. Source: the Open Molecules 2025 dataset; level of theory: the ωB97M-V functional and the def2-TZVPD basis.

ORCA input file:
```
! RIJCOSX wB97M-V def2-TZVPD def2/J DEFGRID3
* xyz 0 1
O -3.726 2.276 -8.101
N -2.644 2.692 -7.613
O -1.933 3.530 -8.215
C -2.210 2.189 -6.337
C -1.051 2.670 -5.706
C -0.659 2.210 -4.476
Cl 0.820 2.963 -3.857
C -1.456 1.306 -3.727
N -1.110 0.812 -2.481
N 0.018 1.020 -1.940
C 0.268 0.498 -0.672
C -0.692 -0.211 0.074
C -0.369 -0.633 1.358
C 0.875 -0.371 1.906
N 1.204 -0.829 3.197
C 0.255 -0.573 4.301
C -0.072 -1.884 4.930
S 1.482 -2.593 5.558
O 2.055 -1.745 6.563
O 1.268 -3.948 6.051
C 2.502 -2.690 4.102
C 2.551 -1.302 3.554
C 1.805 0.326 1.135
C 1.506 0.791 -0.138
C -2.609 0.829 -4.344
Cl -3.636 -0.388 -3.543
C -2.984 1.292 -5.592
H -0.390 3.416 -6.150
H -1.652 -0.459 -0.330
H -1.061 -1.214 1.957
H 0.685 0.125 4.993
H -0.648 -0.086 3.943
H -0.483 -2.652 4.259
H -0.746 -1.787 5.786
H 3.511 -3.081 4.391
H 1.978 -3.353 3.401
H 3.018 -0.621 4.271
H 3.226 -1.349 2.674
H 2.794 0.495 1.505
H 2.225 1.375 -0.688
H -3.918 0.954 -5.999
*
```

Properties
M, g mol⁻¹: 429.29
Highest occupied orbital energy, eV: -8.6
Energy, eV: -66844.2840

List of Mulliken charges in e, atom by atom:
1 O -0.561
2 N 0.883
3 O -0.555
4 C -0.379
5 C -0.452
6 C 0.554
7 Cl -0.174
8 C 0.088
9 N -0.042
10 N -0.266
11 C 0.060
12 C -0.486
13 C -0.488
14 C 0.145
15 N 0.240
16 C -0.942
17 C -0.609
18 S 1.090
19 O -0.633
20 O -0.699
21 C -0.696
22 C -0.804
23 C -0.595
24 C -0.302
25 C 0.110
26 Cl -0.171
27 C -0.252
28 H 0.497
29 H 0.475
30 H 0.398
31 H 0.357
32 H 0.508
33 H 0.315
34 H 0.445
35 H 0.369
36 H 0.339
37 H 0.372
38 H 0.440
39 H 0.408
40 H 0.484
41 H 0.530

***

C30H20AsCl2N3O9SW as an isolated structure at a distorted geometry. Source: the Open Molecules 2025 dataset; level of theory: the ωB97M-V functional and the def2-TZVPD basis.

ORCA input file:
```
! RIJCOSX wB97M-V def2-TZVPD def2/J DEFGRID3
* xyz 0 3
W -0.211 0.200 0.355
O 0.256 -1.595 0.928
As 1.082 -0.091 3.278
O 0.447 -0.163 4.787
O 0.111 0.891 2.143
C 2.504 1.272 3.219
C 3.085 1.613 4.431
C 3.979 2.672 4.506
C 4.297 3.391 3.364
C 3.740 3.039 2.145
C 2.840 1.981 2.069
S 2.302 1.604 0.404
O 3.385 1.977 -0.448
O 0.999 2.210 0.053
O 1.943 0.133 0.372
H -0.480 -2.214 0.944
H 2.808 1.064 5.322
H 4.419 2.936 5.459
H 4.990 4.219 3.412
H 4.013 3.572 1.246
Cl -4.212 -2.520 -0.987
C -2.884 -2.113 -2.010
C -2.877 -2.550 -3.345
C -1.861 -2.203 -4.191
Cl -1.894 -2.740 -5.835
C -0.787 -1.400 -3.736
C 0.276 -0.917 -4.524
C 1.223 -0.109 -3.957
C 1.152 0.198 -2.593
N 0.188 -0.262 -1.827
C -0.805 -1.015 -2.385
C -1.862 -1.338 -1.509
O -1.809 -0.889 -0.270
H -3.697 -3.159 -3.698
H 0.321 -1.180 -5.571
H 2.035 0.300 -4.539
H 1.905 0.820 -2.131
O -0.764 2.890 -2.429
C -1.403 2.763 -1.416
N -2.215 3.701 -0.824
C -3.018 3.161 0.272
C -2.307 1.819 0.407
O -2.345 0.999 1.329
N -1.487 1.599 -0.625
C -4.467 2.957 -0.163
C -4.977 1.701 -0.470
C -6.285 1.572 -0.922
C -7.087 2.692 -1.071
C -6.581 3.948 -0.760
C -5.281 4.078 -0.304
C -2.892 3.944 1.568
C -3.697 3.591 2.647
C -3.569 4.253 3.856
C -2.641 5.277 3.996
C -1.837 5.627 2.924
C -1.956 4.958 1.712
H -2.521 4.490 -1.370
H -4.372 0.810 -0.349
H -6.672 0.588 -1.153
H -8.105 2.588 -1.422
H -7.205 4.826 -0.865
H -4.896 5.056 -0.037
H -4.418 2.790 2.540
H -4.194 3.967 4.692
H -2.544 5.795 4.941
H -1.107 6.419 3.027
H -1.310 5.215 0.883
*
```

Properties
M, g mol⁻¹: 928.24
Expectation value of S²: 2.013
Relative energy (zero: lowest compared OMol25 entry of this formula, charge and spin), kJ/mol: 2.46
Highest occupied orbital energy (alpha / beta), eV: -8.3 / -8.5
Energy, eV: -152879.3897

List of Mulliken charges in e, atom by atom:
1 W 2.031
2 O -0.783
3 As 0.739
4 O -0.637
5 O -0.640
6 C -0.216
7 C -0.587
8 C -0.507
9 C -0.746
10 C -0.550
11 C 0.487
12 S 1.418
13 O -0.627
14 O -0.545
15 O -0.831
16 H 0.317
17 H 0.443
18 H 0.398
19 H 0.392
20 H 0.447
21 Cl -0.215
22 C 0.588
23 C -0.623
24 C 0.658
25 Cl -0.259
26 C -0.361
27 C -0.681
28 C -1.132
29 C 0.280
30 N -0.244
31 C 0.655
32 C -0.048
33 O -0.614
34 H 0.477
35 H 0.447
36 H 0.474
37 H 0.319
38 O -0.694
39 C -0.218
40 N 0.051
41 C 3.797
42 C -0.258
43 O -0.669
44 N 0.239
45 C -0.550
46 C -0.014
47 C -0.992
48 C -0.390
49 C -0.967
50 C -0.079
51 C -0.846
52 C -0.058
53 C -0.981
54 C -0.423
55 C -0.936
56 C -0.288
57 H 0.301
58 H 0.347
59 H 0.466
60 H 0.400
61 H 0.398
62 H 0.431
63 H 0.511
64 H 0.417
65 H 0.417
66 H 0.421
67 H 0.446

***

A 10-piece molecular cluster, C43H113N7O13 overall at a distorted geometry. Source: the Open Molecules 2025 dataset; level of theory: the ωB97M-V functional and the def2-TZVPD basis.

ORCA input file:
```
! RIJCOSX wB97M-V def2-TZVPD def2/J DEFGRID3
* xyz 0 1
C -1.864 -5.312 -4.713
O -2.978 -5.481 -3.895
C -2.874 -5.236 -2.521
C -3.985 -5.957 -1.759
C -5.320 -5.266 -2.070
N -3.801 -5.766 -0.275
H -0.934 -5.576 -4.191
H -1.666 -4.300 -5.088
H -1.959 -5.961 -5.582
H -1.867 -5.396 -2.110
H -2.980 -4.149 -2.378
H -4.032 -7.031 -1.925
H -5.392 -4.893 -3.100
H -5.503 -4.330 -1.538
H -6.150 -5.948 -1.879
H -3.046 -5.086 -0.194
H -4.594 -5.297 0.134
C -1.322 -0.524 7.514
O -1.988 -1.334 6.531
C -1.084 -1.997 5.708
C -1.831 -2.985 4.789
C -1.028 -3.970 3.951
N -2.675 -2.232 3.847
H -2.174 -0.329 8.161
H -0.855 0.313 6.992
H -0.548 -1.128 7.997
H -0.504 -1.450 4.954
H -0.491 -2.726 6.280
H -2.295 -3.667 5.512
H -0.515 -4.639 4.649
H -0.444 -3.567 3.122
H -1.755 -4.629 3.471
H -2.184 -1.536 3.289
H -3.265 -1.631 4.424
C 2.818 4.382 -1.532
O 1.658 4.652 -0.753
C 1.509 3.818 0.373
C 0.730 2.570 0.040
C -0.667 2.811 -0.527
N 0.554 1.771 1.263
H 3.716 4.254 -0.925
H 2.964 5.314 -2.083
H 2.637 3.572 -2.241
H 2.470 3.566 0.842
H 0.949 4.351 1.150
H 1.281 1.891 -0.633
H -0.612 3.287 -1.508
H -1.223 3.440 0.172
H -1.241 1.895 -0.670
H 1.457 1.426 1.560
H -0.116 1.010 1.140
C 3.226 -4.092 2.349
O 4.092 -3.154 1.702
C 5.445 -3.411 1.924
C 6.402 -2.350 1.421
C 6.466 -2.088 -0.141
N 7.727 -2.614 1.929
H 3.057 -3.853 3.412
H 3.624 -5.102 2.447
H 2.232 -3.905 1.952
H 5.617 -3.480 3.014
H 5.757 -4.438 1.661
H 6.030 -1.423 1.871
H 6.926 -1.104 -0.239
H 5.565 -2.235 -0.730
H 7.255 -2.778 -0.450
H 8.144 -3.481 1.608
H 8.365 -1.895 1.605
C -3.426 2.209 2.169
O -4.689 2.398 1.521
C -5.760 3.077 2.142
C -6.464 3.791 0.989
N -6.904 2.949 -0.107
C -7.509 3.562 -1.259
C -8.032 2.409 -2.137
O -7.057 1.354 -2.155
C -7.580 0.128 -2.588
H -3.659 1.867 3.184
H -2.979 3.207 2.151
H -2.787 1.476 1.686
H -5.412 3.757 2.926
H -6.395 2.352 2.664
H -5.739 4.496 0.556
H -7.328 4.378 1.313
H -6.402 2.101 -0.275
H -6.815 4.164 -1.862
H -8.390 4.159 -1.015
H -8.106 2.667 -3.196
H -8.969 2.058 -1.702
H -7.922 0.284 -3.630
H -8.552 -0.104 -2.129
H -6.815 -0.639 -2.539
C 3.375 4.614 3.812
O 4.364 5.033 2.937
C 5.631 5.322 3.460
C 6.731 5.297 2.398
N 6.529 4.353 1.302
C 6.486 2.960 1.781
C 6.229 2.017 0.617
O 4.871 1.908 0.302
C 4.421 0.834 -0.510
H 3.676 3.720 4.391
H 2.531 4.266 3.220
H 3.191 5.336 4.620
H 5.851 4.676 4.325
H 5.567 6.301 3.956
H 7.752 5.316 2.774
H 6.650 6.279 1.917
H 5.571 4.505 0.989
H 5.643 2.819 2.472
H 7.448 2.719 2.234
H 6.614 1.017 0.860
H 6.910 2.400 -0.157
H 4.392 -0.035 0.156
H 5.135 0.608 -1.311
H 3.504 1.202 -0.964
C -1.932 3.015 -8.009
O -2.008 2.261 -6.838
C -3.226 2.444 -6.127
C -2.941 2.173 -4.683
N -4.168 1.938 -3.914
C -3.862 1.572 -2.533
C -3.651 0.093 -2.304
O -3.406 -0.180 -0.948
C -4.602 -0.421 -0.220
H -2.497 2.564 -8.840
H -0.953 3.072 -8.492
H -2.270 4.050 -7.905
H -3.930 1.704 -6.526
H -3.689 3.429 -6.251
H -2.327 2.993 -4.286
H -2.289 1.299 -4.626
H -4.734 2.776 -3.861
H -4.820 1.709 -2.016
H -3.163 2.188 -1.956
H -2.879 -0.327 -2.965
H -4.548 -0.455 -2.617
H -4.342 -0.491 0.838
H -5.121 -1.369 -0.383
H -5.234 0.454 -0.338
C 3.776 -3.241 -3.479
C 4.309 -2.604 -4.725
C 5.607 -3.173 -5.280
O 3.342 -2.684 -5.776
H 3.359 -4.209 -3.769
H 2.986 -2.618 -3.058
H 4.520 -3.462 -2.711
H 4.549 -1.544 -4.549
H 5.873 -2.733 -6.241
H 5.494 -4.252 -5.408
H 6.469 -2.917 -4.661
H 2.709 -1.971 -5.648
C 1.704 1.235 4.623
C 2.836 0.484 3.870
C 2.423 -0.747 3.056
O 3.349 1.351 2.887
H 2.111 2.222 4.865
H 1.430 0.816 5.591
H 0.824 1.459 4.018
H 3.603 0.252 4.617
H 2.161 -0.711 2.000
H 1.545 -1.173 3.560
H 3.240 -1.469 3.122
H 4.146 0.988 2.489
C -1.548 -2.543 -0.519
C -0.388 -1.772 0.127
C 0.747 -1.389 -0.839
O -0.965 -0.570 0.639
H -1.154 -3.511 -0.838
H -1.754 -2.024 -1.456
H -2.372 -2.616 0.184
H 0.070 -2.438 0.864
H 1.499 -0.804 -0.303
H 0.344 -0.629 -1.518
H 1.216 -2.187 -1.411
H -1.756 -0.461 0.082
*
```

Properties
M, g mol⁻¹: 936.41
Relative energy (zero: lowest compared OMol25 entry of this formula, charge and spin), kJ/mol: 364.81
Highest occupied orbital energy, eV: -8.2
Energy, eV: -83461.8571

Mulliken population analysis, charges in e, atoms 1 to 99:
1 C -0.726
2 O -0.356
3 C -0.301
4 C 0.553
5 C -1.341
6 N -0.737
7 H 0.306
8 H 0.265
9 H 0.268
10 H 0.515
11 H -0.147
12 H 0.291
13 H 0.325
14 H 0.271
15 H 0.361
16 H 0.254
17 H 0.311
18 C -0.678
19 O -0.371
20 C -0.267
21 C 0.268
22 C -1.190
23 N -0.617
24 H 0.281
25 H 0.220
26 H 0.313
27 H -0.074
28 H 0.432
29 H 0.299
30 H 0.464
31 H -0.060
32 H 0.418
33 H 0.109
34 H 0.364
35 C -0.295
36 O -0.454
37 C -0.056
38 C 1.727
39 C -1.262
40 N -0.014
41 H -0.073
42 H 0.326
43 H 0.236
44 H -0.266
45 H 0.345
46 H -0.527
47 H 0.407
48 H 0.224
49 H -0.184
50 H -0.236
51 H 0.063
52 C -0.869
53 O -0.055
54 C -1.249
55 C 1.469
56 C -1.179
57 N -0.755
58 H 0.368
59 H 0.397
60 H 0.091
61 H 0.430
62 H 0.457
63 H -0.380
64 H 0.196
65 H 0.082
66 H 0.543
67 H 0.278
68 H 0.264
69 C -0.695
70 O -0.150
71 C -0.699
72 C -0.653
73 N -0.196
74 C -0.742
75 C -0.785
76 O -0.064
77 C -0.805
78 H 0.451
79 H 0.313
80 H -0.072
81 H 0.479
82 H 0.301
83 H 0.296
84 H 0.390
85 H 0.279
86 H 0.267
87 H 0.461
88 H 0.425
89 H 0.436
90 H 0.333
91 H 0.325
92 H 0.160
93 C -0.589
94 O -0.257
95 C -0.588
96 C -0.841
97 N -0.433
98 C -0.084
99 C -0.666

***

Among the records above, which one has the lowest energy?
C30H20AsCl2N3O9SW

***

The lowest M belongs to which entry?
C16H14Cl2N4O4S

***

Which of these has the lowest energy?
C30H20AsCl2N3O9SW

***

Which of these has the highest M?
C43H113N7O13